The following is a DFT calculation (wB97M-V/def2-TZVPD) of a structure of composition C28H24O8P2ReSi.

XYZ file:
```
64
Properties=species:S:1:pos:R:3
Re -1.478 -0.117 0.752
O -0.226 0.686 4.273
P -1.394 1.046 3.262
O -2.368 1.985 3.790
O -0.733 1.362 1.899
O -2.191 -0.403 3.013
P -1.581 -1.857 2.615
O 0.002 -1.453 2.510
O -1.836 -2.910 3.582
O -2.015 -2.026 1.147
H 0.534 0.279 3.851
H 0.568 -2.209 2.676
C -6.962 0.483 0.663
C -6.047 -0.487 1.088
C -4.729 -0.422 0.708
C -4.261 0.599 -0.145
C -2.884 0.741 -0.526
C -2.580 1.632 -1.551
C -3.551 2.445 -2.140
C -4.840 2.425 -1.668
C -5.222 1.511 -0.667
C -6.555 1.458 -0.206
H -7.986 0.452 1.003
H -6.392 -1.295 1.716
H -4.052 -1.201 1.030
H -1.549 1.702 -1.873
H -3.280 3.109 -2.948
H -5.594 3.082 -2.074
H -7.246 2.204 -0.574
O 0.008 -0.042 -0.559
Si 1.607 -0.203 -0.637
C 2.543 1.457 -0.569
C 3.897 1.461 -0.243
C 4.614 2.644 -0.200
C 3.987 3.841 -0.500
C 2.644 3.848 -0.839
C 1.924 2.665 -0.869
C 2.019 -1.058 -2.287
C 3.350 -1.335 -2.588
C 3.698 -1.966 -3.769
C 2.713 -2.325 -4.674
C 1.386 -2.050 -4.389
C 1.039 -1.422 -3.205
C 2.282 -1.274 0.791
C 2.752 -0.690 1.965
C 3.214 -1.471 3.010
C 3.191 -2.854 2.908
C 2.708 -3.450 1.753
C 2.264 -2.663 0.702
H 4.394 0.531 -0.008
H 5.662 2.631 0.066
H 4.544 4.767 -0.462
H 2.160 4.782 -1.082
H 0.872 2.666 -1.111
H 4.120 -1.052 -1.886
H 4.736 -2.176 -3.985
H 2.982 -2.818 -5.597
H 0.622 -2.327 -5.099
H 0.006 -1.206 -2.973
H 2.759 0.387 2.047
H 3.604 -1.005 3.902
H 3.554 -3.464 3.720
H 2.691 -4.527 1.666
H 1.900 -3.124 -0.205
```

Calculated values
Multiplicity   2
Total charge   0
Energy above the lowest of the compared OMol25 structures with the same formula, charge and spin   1.971 eV
Gap between HOMO and LUMO (alpha / beta)   6.56 / 6.91 eV
HOMO energy (alpha / beta)   -8.37 / -8.67 eV

Here are the Mulliken charges for atoms 1 to 5, given in e: number 1, Re, carries 1.5988; number 2, O, carries -0.4824; number 3, P, carries 0.6889; number 4, O, carries -0.6943; number 5, O, carries -0.4832